[1]
Here is a molecular structure, C40H64Ge2N5O2PSSiTi in a non-equilibrium geometry from the Open Molecules 2025 dataset. Energies are from wB97M-V/def2-TZVPD.

```
117
C40H64Ge2N5O2PSSiTi, DFT wB97M-V/def2-TZVPD
Ti -0.8520 -0.6706 -0.8564
C -6.3570 1.0654 -0.3119
Si -5.5222 1.3657 1.3277
C -6.2430 2.8997 2.1158
C -5.7141 -0.0851 2.4825
C -3.6689 1.7149 1.0723
C -3.0961 2.9075 1.4852
C -1.7374 3.1826 1.2975
C -0.9697 2.2334 0.6740
N -1.4803 1.0624 0.2740
C -2.7888 0.7940 0.4644
S -3.2214 -0.7865 -0.1374
H -7.4416 1.0478 -0.1815
H -6.0499 0.1178 -0.7506
H -6.1206 1.8621 -1.0204
H -7.3134 2.7503 2.2731
H -6.1284 3.7842 1.4862
H -5.7982 3.1100 3.0908
H -6.7727 -0.3033 2.6392
H -5.2700 0.1395 3.4544
H -5.2332 -0.9793 2.0858
H -3.7170 3.6576 1.9616
H -1.3003 4.1153 1.6236
H 0.0875 2.3791 0.4864
O 2.6154 -0.9215 -0.0266
C 1.4432 -0.8045 -0.3828
N 0.9876 0.1576 -1.2255
P 1.9426 0.9691 -2.3007
N 2.5655 -0.0093 -3.4513
C 2.1224 0.0148 -4.8496
C 1.1874 -1.1502 -5.1411
C 1.8492 -2.4790 -4.7803
C 2.3642 -2.4660 -3.3418
C 3.2654 -1.2592 -3.1100
N 3.1847 1.7172 -1.5721
C 4.6015 1.5952 -1.9278
C 5.4009 1.0556 -0.7495
C 5.2046 1.9361 0.4830
C 3.7205 2.0841 0.8111
C 2.9533 2.5778 -0.4080
N 0.9596 2.0988 -2.9512
C 1.4746 3.3762 -3.4587
C 0.5644 4.5128 -3.0127
C -0.8723 4.2672 -3.4663
C -1.3636 2.9021 -2.9934
C -0.4000 1.8083 -3.4285
H 3.0198 -0.0568 -5.4739
H 1.6549 0.9737 -5.0661
H 0.9032 -1.1382 -6.1955
H 0.2806 -1.0229 -4.5458
H 2.6881 -2.6582 -5.4612
H 1.1451 -3.3010 -4.9213
H 2.9241 -3.3793 -3.1272
H 1.5135 -2.4327 -2.6534
H 4.1462 -1.3254 -3.7586
H 3.6143 -1.2070 -2.0802
H 4.9676 2.5942 -2.1962
H 4.6945 0.9610 -2.8071
H 6.4561 1.0121 -1.0260
H 5.0674 0.0386 -0.5292
H 5.6362 2.9251 0.2931
H 5.7382 1.5170 1.3368
H 3.5758 2.7885 1.6330
H 3.3147 1.1184 1.1170
H 3.2811 3.5925 -0.6687
H 1.8807 2.6252 -0.2125
H 1.5133 3.3426 -4.5556
H 2.4912 3.5194 -3.0953
H 0.9392 5.4538 -3.4188
H 0.6024 4.5860 -1.9213
H -0.9136 4.3067 -4.5602
H -1.5280 5.0563 -3.0970
H -2.3534 2.6871 -3.4013
H -1.4500 2.8933 -1.9035
H -0.3829 1.7563 -4.5259
H -0.7142 0.8310 -3.0669
C 2.1201 -4.7657 2.8026
Ge 2.6548 -3.1418 1.8342
C 3.0699 -1.7547 3.1386
C 4.1691 -3.5378 0.6727
Ge 0.5769 -2.5730 0.7035
C -0.6978 -1.8892 2.0113
C -0.4511 -0.6574 2.6160
C -1.3035 -0.1690 3.5967
C -2.3918 -0.9263 3.9986
C -2.6241 -2.1737 3.4317
C -1.7859 -2.6519 2.4398
C -0.1801 -3.9352 -0.4605
C 0.6959 -4.8531 -1.0394
C 0.2165 -5.8725 -1.8502
C -1.1463 -5.9910 -2.0733
C -2.0304 -5.0966 -1.4840
C -1.5512 -4.0724 -0.6824
H 2.8917 -5.0422 3.5221
H 1.9721 -5.6039 2.1212
H 1.1908 -4.5985 3.3501
H 4.0686 -1.9414 3.5354
H 2.3589 -1.7863 3.9633
H 3.0529 -0.7639 2.6860
H 4.9158 -4.0910 1.2433
H 4.6128 -2.6100 0.3135
H 3.8779 -4.1441 -0.1845
H 0.4184 -0.0738 2.3257
H -1.1118 0.7950 4.0520
H -3.0561 -0.5530 4.7671
H -3.4669 -2.7685 3.7593
H -1.9858 -3.6179 1.9909
H 1.7627 -4.7711 -0.8585
H 0.9042 -6.5790 -2.2967
H -1.5236 -6.7922 -2.6955
H -3.0959 -5.2012 -1.6451
H -2.2484 -3.3864 -0.2187
C -2.0811 -1.8741 -3.4127
O -1.1876 -1.4520 -2.4209
H -2.0955 -1.1641 -4.2456
H -3.0924 -1.9522 -3.0037
H -1.7741 -2.8529 -3.7910
```

Its orbital gap (spin up / spin down) is 7.774 / 7.894 eV. The spin multiplicity is 2. The total charge is +1. The energy above the lowest of the compared OMol25 structures with the same formula, charge and spin is 0.000 eV. The calculation puts the highest occupied orbital energy (spin up / spin down) at -10.103 / -10.286 eV. The value obtained for the electronic energy is -8019.23318 a.u.

---

[2]
Here is a molecular structure, C40H65GeHgIN6OS2Si from the Open Molecules 2025 dataset. Energies are from wB97M-V/def2-TZVPD.

```
118
C40H65GeHgIN6OS2Si, DFT wB97M-V/def2-TZVPD
Hg -1.0450 0.9073 -1.1237
C 3.6936 1.6454 -1.9242
C 2.2016 1.8265 -1.9408
N 1.4669 1.6634 -0.8991
N 2.0669 1.2655 0.2462
C 1.2925 1.3766 1.3269
O 0.2001 1.9807 1.4774
C 1.8236 0.6376 2.5335
C 0.9159 -0.0335 3.3494
C 1.3612 -0.7219 4.4749
C 2.7133 -0.7234 4.8047
C 3.6211 -0.0457 3.9943
C 3.1781 0.6261 2.8572
C 1.5416 2.1951 -3.2306
C 2.3098 2.4003 -4.3785
C 1.6862 2.7269 -5.5744
C 0.3072 2.8430 -5.6119
C -0.3838 2.6286 -4.4261
N 0.2100 2.3260 -3.2744
H 3.9632 1.1348 -1.0066
H 4.2168 2.6102 -1.9574
H 4.0261 1.0451 -2.7811
H -0.1371 -0.0174 3.0773
H 0.6519 -1.2527 5.1005
H 3.0578 -1.2454 5.6916
H 4.6762 -0.0400 4.2510
H 3.8726 1.1487 2.2078
H 3.3877 2.3045 -4.3352
H 2.2755 2.8813 -6.4716
H -0.2224 3.0953 -6.5253
H -1.4732 2.6904 -4.4027
C -5.3082 -4.2778 1.3967
Si -4.0338 -3.0455 2.0106
C -4.4416 -2.7301 3.8068
C -2.3782 -3.8680 1.8785
C -4.3665 -1.4561 1.0708
C -5.6981 -1.1256 0.8514
C -6.0591 -0.0163 0.0976
C -5.0346 0.7307 -0.4449
N -3.7413 0.4850 -0.2178
C -3.3698 -0.5696 0.5512
S -1.6746 -0.8264 0.8771
H -5.1291 -5.2717 1.8322
H -5.2810 -4.3704 0.3033
H -6.3230 -3.9658 1.6837
H -4.4971 -3.6712 4.3767
H -5.4158 -2.2273 3.8786
H -3.6904 -2.0816 4.2799
H -2.4532 -4.9019 2.2552
H -1.6245 -3.3226 2.4568
H -2.0330 -3.8899 0.8361
H -6.4851 -1.7633 1.2586
H -7.0953 0.2347 -0.0859
H -5.2453 1.5735 -1.0977
I -3.4233 0.0982 -3.7714
C -1.5799 -0.3888 -2.7749
H -0.8398 -0.4087 -3.5704
H -1.7220 -1.3903 -2.3898
C -5.8644 4.0743 1.7731
C -4.4344 4.3150 1.2922
C -3.4067 3.4678 2.0404
C -1.9532 3.8502 1.7396
Ge -1.0956 3.3842 0.0269
C -1.9443 4.2940 -1.5645
C -1.3492 5.6958 -1.7843
C -1.7972 6.7294 -0.7525
C -1.3181 8.1452 -1.0834
H -6.5906 4.6702 1.2068
H -5.9651 4.3407 2.8323
H -6.1354 3.0198 1.6690
H -4.1810 5.3737 1.4187
H -4.3664 4.1003 0.2213
H -3.5726 2.4112 1.8135
H -3.5879 3.5854 3.1165
H -1.2863 3.3872 2.4668
H -1.8334 4.9391 1.8264
H 0.2243 4.1995 0.0904
H -3.0332 4.3369 -1.4307
H -1.7466 3.6595 -2.4284
H -1.6163 6.0552 -2.7877
H -0.2534 5.6294 -1.7533
H -1.4115 6.4372 0.2284
H -2.8920 6.7149 -0.6814
H -0.2232 8.1902 -1.1049
H -1.6691 8.8730 -0.3442
H -1.6852 8.4602 -2.0670
C 6.4939 -5.7550 -1.4619
C 5.8141 -5.2843 -2.7504
C 4.6598 -4.3180 -2.5022
C 5.1153 -2.9768 -1.9413
N 4.0402 -1.9801 -1.8896
C 2.8604 -2.1103 -1.1963
S 1.4088 -1.5312 -1.8065
N 2.8792 -2.6434 0.0385
C 3.9811 -3.1912 0.8185
C 3.4536 -3.7404 2.1379
C 2.6333 -5.0382 2.0371
C 1.1972 -4.8847 1.5098
H 7.2691 -6.4975 -1.6728
H 5.7638 -6.2170 -0.7861
H 6.9698 -4.9255 -0.9280
H 5.4344 -6.1513 -3.2928
H 6.5532 -4.8041 -3.4008
H 3.9368 -4.7735 -1.8106
H 4.1204 -4.1312 -3.4353
H 5.8951 -2.5590 -2.5794
H 5.5528 -3.1015 -0.9563
H 3.8262 -1.5639 -2.7786
H 2.0055 -2.5073 0.5132
H 4.7316 -2.4213 1.0150
H 4.4682 -4.0028 0.2758
H 2.8556 -2.9633 2.6345
H 4.3243 -3.9235 2.7705
H 2.5902 -5.4825 3.0353
H 3.1797 -5.7477 1.4042
H 0.6672 -4.0781 2.0334
H 0.6260 -5.8042 1.6676
H 1.1688 -4.6633 0.4396
```

Its orbital gap (spin up / spin down) is 6.195 / 6.011 eV. The spin multiplicity is 2. The total charge is -1. The energy above the lowest of the compared OMol25 structures with the same formula, charge and spin is 2.930 eV. The calculation puts the highest occupied orbital energy (spin up / spin down) at -3.984 / -4.324 eV. The value obtained for the electronic energy is -5580.90992 a.u.

---

[3]
Here is a molecular structure, C40H67N7O22S5 in a non-equilibrium geometry from the Open Molecules 2025 dataset. Energies are from wB97M-V/def2-TZVPD.

```
141
C40H67N7O22S5, DFT wB97M-V/def2-TZVPD
C 4.7367 4.9758 -2.1223
C 3.8941 5.6788 -3.1621
C 2.9951 6.8282 -2.7304
C 1.7054 6.2892 -2.2353
N 0.6791 5.8694 -1.9313
H 5.2995 4.0811 -2.5283
H 4.1987 4.5621 -1.2515
H 5.5390 5.5892 -1.6637
H 3.2375 5.0485 -3.8208
H 4.6372 6.1715 -3.8105
H 2.7490 7.5110 -3.5186
H 3.3998 7.4292 -1.9368
C 0.2513 -0.7866 -1.0733
C 0.4410 0.6935 -0.5929
C 1.5237 0.6994 0.4785
C 1.1014 -0.0100 1.6584
N 0.7186 -0.5411 2.5705
H 1.2394 -1.0650 -1.4265
H -0.4654 -0.9258 -1.8623
H 0.0550 -1.4209 -0.2137
H -0.4462 1.1824 -0.0595
H 0.7675 1.3604 -1.3518
H 1.7441 1.7417 0.7550
H 2.4846 0.2894 0.0362
C -4.3242 3.3577 4.8944
C -2.9222 3.8682 5.2206
C -1.9084 2.7632 4.9918
C -1.9607 2.3747 3.5614
N -2.0954 2.1992 2.4394
H -4.4538 2.4311 5.3976
H -4.3966 3.1226 3.8436
H -5.1346 3.9838 5.2735
H -2.8127 4.1785 6.3180
H -2.6235 4.7433 4.6150
H -2.1059 1.8988 5.6086
H -0.8266 2.9543 5.1333
C -5.3864 -2.6516 -3.8490
C -6.3134 -1.8106 -2.9848
C -6.1096 -0.2432 -3.1915
C -4.7732 0.1547 -2.6947
N -3.7615 0.5222 -2.3009
H -5.6323 -2.5293 -4.8669
H -5.5681 -3.7015 -3.5376
H -4.3352 -2.4453 -3.6505
H -6.2145 -2.1601 -1.9505
H -7.3834 -1.8990 -3.3661
H -6.8001 0.3310 -2.6384
H -6.0340 0.0053 -4.2476
C -0.0654 -5.0896 1.3057
C 1.1656 -4.2232 1.0027
C 2.5398 -4.9701 1.0745
C 3.6453 -4.0486 0.7740
N 4.3736 -3.1674 0.4911
H 0.1693 -6.1511 1.4395
H -0.8169 -5.0300 0.5523
H -0.6651 -4.7995 2.1517
H 1.1383 -3.3513 1.7007
H 1.0338 -3.7650 0.0255
H 2.4308 -5.7774 0.3294
H 2.7756 -5.4200 2.0098
C -0.4142 -3.5510 4.5962
C 0.2696 -3.2242 5.9049
C 0.7175 -1.7550 6.0087
C -0.5107 -0.8795 5.9792
N -1.3637 -0.1603 5.7293
H -1.4442 -3.2766 4.5572
H -0.4858 -4.5988 4.4515
H 0.0371 -3.1627 3.7424
H 1.1697 -3.7911 6.0174
H -0.3930 -3.4675 6.7658
H 1.3122 -1.4319 5.0975
H 1.3598 -1.5831 6.9040
C 5.2190 -1.1462 -2.1324
C 5.1823 0.2127 -2.3518
C 4.2084 0.7587 -3.1076
C 3.3341 -0.1357 -3.7013
C 3.3904 -1.5044 -3.6139
C 4.3221 -2.0581 -2.7926
N 2.2936 0.4315 -4.6011
O 2.1600 1.6461 -4.6456
O 1.5794 -0.3656 -5.1785
H 5.9024 -1.5852 -1.4807
H 5.8987 0.8552 -1.9226
H 4.1440 1.8117 -3.2446
H 2.6791 -2.1815 -4.0593
H 4.3748 -3.1802 -2.7334
C -1.7771 -5.3652 -2.8667
C -0.9841 -4.0647 -2.8177
O 0.4085 -4.3797 -2.6457
S 0.7470 -5.8890 -2.8742
O 1.2449 -6.4901 -1.7055
O 1.5020 -6.0440 -4.0768
O -0.7705 -6.4294 -3.0821
H -2.5480 -5.4123 -3.6468
H -2.3081 -5.6443 -1.9409
H -1.3113 -3.5178 -1.8963
H -1.1176 -3.4867 -3.6859
C -2.3072 2.4841 -4.6543
C -1.5201 1.2038 -4.6478
O -2.4261 0.2287 -5.1075
S -3.3616 0.8307 -6.1885
O -4.6685 0.3874 -5.9437
O -2.7287 0.7729 -7.4858
O -3.2615 2.3429 -5.6686
H -1.7668 3.3971 -4.8032
H -2.8352 2.5731 -3.6608
H -1.1481 0.8656 -3.6676
H -0.6335 1.2237 -5.2947
C -2.8111 -1.1238 1.8556
C -3.9586 -0.4600 1.1269
O -4.4172 -1.4281 0.1633
S -4.2114 -2.8863 0.6815
O -3.6089 -3.5758 -0.4284
O -5.3617 -3.3985 1.2993
O -3.2016 -2.5373 1.8024
H -2.6965 -0.8223 2.8653
H -1.8721 -0.9924 1.3505
H -3.6971 0.4866 0.6951
H -4.6956 -0.2094 1.8737
C -0.6558 5.3114 2.2843
C 0.0204 4.8180 0.9580
O 1.4833 4.7916 1.4107
S 1.6255 4.4468 2.9380
O 2.6014 5.2829 3.5338
O 1.7384 3.0193 3.1059
O 0.1345 4.9109 3.4516
H -1.6807 4.9834 2.4230
H -0.5457 6.4387 2.2892
H -0.0943 5.5340 0.1159
H -0.2561 3.7704 0.7213
C 3.6190 0.5866 3.7683
C 4.1286 -0.6710 3.1604
O 4.5556 -0.1709 1.9210
S 5.3539 1.2028 2.0560
O 4.6866 2.1568 1.2810
O 6.7282 0.9293 2.0223
O 4.7720 1.4938 3.5906
H 3.4730 0.5718 4.8651
H 2.7883 1.0022 3.3388
H 3.4114 -1.4612 2.9100
H 4.9389 -1.1706 3.6593
```

Its orbital gap is 9.440 eV. The total charge is 0. The calculation puts the highest occupied orbital energy at -9.971 eV. The value obtained for the electronic energy is -5593.57187 a.u.